Entry from OMol25: an isolated molecule of C17H15N3O4 (wB97M-V/def2-TZVPD).

The SMILES is COCCN1C(=O)c2ccc(C(=O)Nc3cccnc3)cc2C1=O. As for the net charge: 0.

Geometry as XYZ:
```
39
C17H15N3O4 | OMol25 | wB97M-V/def2-TZVPD
C -0.909 1.267 0.929
C -4.213 0.125 -2.032
C 3.761 -2.653 1.057
C 4.380 -2.555 -0.180
C 2.930 2.046 -0.712
H -3.227 -0.344 -2.100
H -3.422 -2.131 0.062
H 3.707 -3.593 1.588
C 3.245 -0.440 1.082
H -5.750 -1.023 0.597
H 1.594 3.501 1.054
H -4.869 0.520 0.472
O 3.197 3.144 -1.150
N -2.428 -0.403 0.563
C -0.358 0.383 -0.003
C -3.611 -1.232 0.655
C -4.884 -0.530 0.149
H 4.832 -3.418 -0.643
C 1.595 1.725 -0.120
H 1.298 -0.091 -1.271
H -4.654 0.159 -3.028
C -0.229 2.399 1.328
H -3.758 -1.504 1.704
H 4.637 1.225 -1.373
C -2.246 0.751 1.315
C 1.030 2.622 0.781
H -4.102 1.148 -1.651
H 4.881 -1.199 -1.771
H -0.664 3.086 2.037
N 3.220 -1.617 1.673
C 3.806 -0.232 -0.181
O -1.249 -1.669 -0.958
H 2.814 0.378 1.643
C -1.336 -0.708 -0.238
N 3.825 1.019 -0.800
C 4.407 -1.322 -0.808
C 0.891 0.592 -0.542
O -3.039 1.196 2.105
O -5.100 -0.623 -1.235
```


Entry from OMol25: the ion C22H37N2O5S with charge +1 (wB97M-V/def2-TZVPD).

The SMILES is CCCCS(=O)(=O)N[C@@H](Cc1ccc(OCCCCC2CC[NH2+]CC2)cc1)C(=O)O. As for the net charge: +1.

Geometry as XYZ:
```
67
C22H37N2O5S | OMol25 | wB97M-V/def2-TZVPD
C -1.567 2.889 -0.154
C 4.702 1.436 -1.525
C 2.781 -1.996 2.131
H -1.992 3.059 -1.145
H -1.844 1.489 1.481
C 0.514 2.404 -1.489
C 3.260 -3.137 -0.031
C 5.821 0.529 -1.008
O -1.591 -0.775 1.772
H -4.905 -0.681 -1.642
H -2.657 0.518 -1.150
H 0.257 2.798 1.845
C 2.058 2.385 0.793
H 6.272 1.015 -0.142
C -3.769 2.029 0.729
C -0.091 2.626 -0.263
C -2.298 1.706 0.508
H 5.124 2.269 -2.101
C 1.879 2.185 -1.593
H -3.824 -2.220 1.554
S -2.186 -0.961 0.476
H 1.515 -0.572 1.090
C -3.864 -1.624 0.646
O -4.658 1.325 0.317
C 2.668 2.171 -0.448
H 0.684 -1.460 2.360
C 5.327 -0.869 -0.623
C 0.703 2.615 0.879
H -3.556 -3.250 -0.712
H -4.513 -0.765 0.792
H -4.983 -1.746 -3.891
H 3.358 -0.319 0.020
H -5.989 -2.628 -2.745
H 4.957 -1.365 -1.523
O 4.005 1.956 -0.406
C 1.436 -1.546 1.574
O -3.961 3.140 1.414
C -4.326 -1.586 -1.839
N 0.960 -2.524 0.572
H 1.498 -3.383 -1.268
H 0.857 -3.433 1.032
H 2.655 -2.942 2.664
O -1.406 -1.863 -0.371
H -1.745 3.774 0.459
H -4.907 3.330 1.540
H 3.953 -3.239 -0.864
C -4.966 -2.354 -2.990
H -3.309 -1.301 -2.122
C 3.825 -2.171 1.018
H -5.249 -2.868 -0.380
H -0.080 2.422 -2.391
C -4.265 -2.433 -0.569
N -2.144 0.504 -0.281
H 4.034 0.863 -2.177
H 4.717 -2.631 1.452
H 2.681 2.386 1.673
C 1.908 -2.669 -0.552
H 3.129 -1.259 2.853
H 1.993 -1.700 -1.046
H 6.173 -1.446 -0.247
H 3.148 -4.127 0.419
H 0.002 -2.236 0.200
H 6.582 0.437 -1.782
H 4.589 -0.189 1.262
H 2.315 2.057 -2.572
H -4.408 -3.263 -3.201
C 4.231 -0.812 0.441
```


Entry from OMol25: a cluster of 3 separate species, C26H30N3O7PS4 in total in a non-equilibrium geometry (wB97M-V/def2-TZVPD).

The SMILES is S=[PH2]N1c2cccc(S)c2Sc2cccc(CCCCSc3nnco3)c21.C[C@@H]1COC(=O)O1.C[C@@H]1COC(=O)O1. As for the net charge: 0.

Geometry as XYZ:
```
71
C26H30N3O7PS4 | OMol25 | wB97M-V/def2-TZVPD
H -1.849 1.859 -5.786
C 0.989 6.972 0.506
H -0.050 -2.678 3.290
N 1.776 -1.531 7.508
H 4.412 -3.329 3.122
O 0.109 -3.090 6.678
C 0.786 6.305 -0.821
H 1.356 -7.179 -2.035
C -2.513 3.960 -4.158
C 1.012 -5.194 -0.698
H 1.971 -5.327 -0.003
H 0.412 2.829 -1.140
S -3.191 -4.378 -3.755
H -0.438 8.579 0.214
C 0.452 1.696 -0.790
H 1.756 -1.462 3.180
N 0.557 -1.079 7.989
H -1.668 -1.856 7.758
H -4.278 -5.017 -3.096
H 4.002 -0.428 1.210
C 3.245 -3.304 2.890
H 2.664 1.750 0.229
H 3.456 -2.134 0.623
O -2.728 2.850 -3.388
C 3.113 -1.190 1.269
C 1.674 4.849 0.616
S -2.279 -2.017 -1.030
C -0.889 0.785 -1.182
H 1.116 6.932 -1.655
H 0.023 8.293 1.907
P -0.678 -3.011 2.037
H -1.818 1.250 -1.769
C 1.545 -2.771 6.670
H -4.742 2.459 -6.618
H -3.033 0.879 -3.947
C -0.864 -0.779 -0.689
C 1.805 -0.561 0.503
H -4.428 1.974 -4.119
N 0.454 -2.900 0.618
S 3.011 -3.620 5.832
C -1.312 -3.614 -1.439
S -1.510 -4.775 2.076
C 0.631 -6.249 -1.902
C 2.830 -1.721 2.794
O -2.716 3.685 -5.481
C 2.515 -4.144 4.095
O 1.181 5.871 1.379
C -3.797 1.910 -6.707
H 2.875 -5.276 3.976
O 1.597 5.149 -0.716
O -2.188 5.049 -3.721
H -0.916 -6.724 -3.697
C -3.341 1.890 -4.229
C -0.536 -2.015 7.480
H -0.248 5.991 -1.000
C 0.033 -3.857 -0.475
C 0.431 -1.442 0.137
O 2.121 3.808 1.063
C -1.712 -4.656 -2.640
H -1.080 7.181 1.114
H 1.904 7.578 0.515
H -3.368 2.187 -7.676
C -0.690 -5.966 -2.832
H 3.592 -1.136 3.501
H -1.701 -1.983 1.808
C 1.756 1.040 0.022
C -0.195 7.806 0.950
C -2.844 2.277 -5.589
H 3.104 -3.911 1.896
H -4.010 0.837 -6.715
H 1.343 -4.179 4.037
```


Entry from OMol25: the ion C4H6IO5 with charge -1 in a non-equilibrium geometry (wB97M-V/def2-TZVPD).

The SMILES is O=C([O-])[C@](O)(I)[C@H](O)CO. As for the net charge: -1.

Geometry as XYZ:
```
16
C4H6IO5 | OMol25 | wB97M-V/def2-TZVPD
H 0.910 -0.371 -2.598
C -1.262 0.864 0.873
I 1.129 1.551 2.735
O 1.211 1.132 -1.038
O 0.602 -1.240 -2.243
H -1.126 -0.876 1.894
C 0.845 -0.034 -0.170
O -2.078 0.368 1.653
H 1.854 -0.538 0.048
O -1.350 1.696 -0.003
H -0.165 -1.829 -0.388
H -0.926 -0.532 -1.206
C 0.136 0.154 1.105
H 0.368 1.665 -1.199
O -0.169 -1.056 1.565
C 0.021 -0.956 -1.027
```


no.,LUMO energy (eV),HOMO (Ha)
1,-0.774,-0.3393
2,-2.087,-0.4001
3,-0.445,-0.3005
4,2.925,-0.1908